(1)
{"formula": "C16H28O7", "method": "the ωB97M-V functional and the def2-TZVPD basis", "symbols": ["C", "C", "C", "C", "C", "O", "C", "O", "O", "C", "C", "C", "C", "O", "C", "C", "O", "H", "H", "H", "H", "H", "H", "H", "H", "H", "H", "H", "H", "H", "H", "H", "H", "H", "H", "C", "O", "C", "C", "O", "C", "H", "H", "H", "H", "H", "H", "H", "H", "H", "H"], "coordinates": [[7.410, -3.290, -3.183], [7.399, -2.210, -2.692], [7.386, -0.891, -2.069], [6.265, 0.026, -2.604], [5.385, 0.541, -1.468], [4.073, 0.799, -1.974], [3.205, 1.247, -1.072], [3.480, 1.514, 0.073], [1.995, 1.389, -1.623], [0.937, 0.897, -0.762], [-0.338, 0.687, -1.578], [-1.105, -0.567, -1.104], [-2.564, -0.298, -0.778], [-3.378, -0.445, -1.961], [-4.600, -0.993, -1.685], [-4.849, -2.311, -2.365], [-5.387, -0.465, -0.955], [7.351, -4.294, -3.535], [8.359, -0.433, -2.242], [7.307, -1.025, -0.990], [6.757, 0.893, -3.044], [5.685, -0.442, -3.392], [5.832, 1.436, -1.044], [5.312, -0.217, -0.691], [1.270, -0.050, -0.344], [0.744, 1.607, 0.037], [-0.138, 0.685, -2.645], [-0.988, 1.540, -1.389], [-1.039, -1.337, -1.869], [-0.671, -0.973, -0.191], [-2.692, 0.686, -0.334], [-2.874, -1.015, -0.017], [-5.227, -2.985, -1.601], [-5.566, -2.202, -3.172], [-3.919, -2.712, -2.755], [-1.595, 1.765, 2.713], [-2.250, 0.526, 2.501], [-2.400, -0.241, 3.687], [-3.800, -0.135, 4.249], [-4.091, 1.178, 4.696], [-4.876, 1.924, 3.781], [-1.737, 2.370, 1.818], [-2.012, 2.300, 3.569], [-0.521, 1.612, 2.870], [-1.663, 0.060, 4.436], [-2.206, -1.286, 3.425], [-3.882, -0.800, 5.114], [-4.533, -0.459, 3.503], [-5.916, 1.581, 3.799], [-4.490, 1.849, 2.762], [-4.845, 2.965, 4.095]], "forces_ev_per_a": [[-0.18, -1.37, -0.40], [0.00, 1.01, 0.55], [0.10, -0.07, -0.25], [0.37, 0.63, 0.23], [0.31, -0.54, -0.22], [-0.12, 0.15, -0.30], [0.18, 0.62, 0.53], [-0.10, -0.35, -0.15], [-0.10, -0.48, -0.13], [-0.13, 0.08, -0.49], [-0.22, 0.15, 0.58], [-0.09, 0.46, -0.34], [0.20, -0.13, 0.23], [0.14, -0.49, 0.19], [-0.16, 0.37, -0.21], [0.48, 0.02, 0.08], [0.02, -0.02, 0.22], [0.11, 0.15, -0.11], [0.04, 0.05, 0.03], [-0.06, 0.02, 0.08], [-0.13, 0.02, -0.29], [-0.15, -0.22, 0.11], [-0.21, 0.14, 0.20], [-0.12, 0.04, 0.15], [0.09, -0.04, 0.14], [0.23, 0.02, 0.19], [0.19, -0.18, -0.06], [-0.01, 0.17, -0.20], [-0.07, -0.21, 0.06], [0.20, 0.06, 0.06], [-0.10, 0.13, -0.06], [-0.29, -0.05, -0.09], [-0.27, -0.08, -0.10], [-0.17, -0.01, 0.00], [0.00, -0.03, -0.14], [0.02, -0.04, -0.06], [0.04, 0.09, 0.01], [-0.02, -0.15, -0.21], [-0.01, 0.06, 0.24], [0.04, 0.04, -0.13], [-0.02, 0.00, 0.06], [0.00, -0.03, -0.02], [0.00, 0.00, 0.01], [0.00, 0.03, 0.04], [-0.02, 0.04, 0.03], [0.01, 0.00, 0.03], [0.00, -0.03, -0.03], [0.02, 0.00, -0.04], [0.00, 0.00, -0.06], [-0.01, -0.02, -0.01], [0.00, -0.01, 0.05]], "nbo_charge": [-0.242, -0.007, -0.480, -0.411, -0.061, -0.492, 0.990, -0.633, -0.513, -0.054, -0.428, -0.423, -0.059, -0.553, 0.813, -0.729, -0.560, 0.235, 0.237, 0.231, 0.209, 0.234, 0.194, 0.182, 0.175, 0.193, 0.230, 0.203, 0.222, 0.209, 0.188, 0.183, 0.241, 0.246, 0.227, -0.256, -0.561, -0.087, -0.089, -0.551, -0.255, 0.187, 0.185, 0.170, 0.177, 0.182, 0.184, 0.178, 0.170, 0.180, 0.190], "smiles": "C#CCCCOC(=O)OCCCCOC(C)=O.COCCOC", "spin_multiplicity": 1, "total_charge": 0, "homo_energy_ev": -9.377, "e_tot_ha": -1153.0150, "e_lumo_ev": 0.72}

***

(2)
{"formula": "C16H29AgAlCl2O2PS", "method": "the ωB97M-V functional and the def2-TZVPD basis", "symbols": ["C", "C", "C", "O", "O", "C", "C", "C", "C", "C", "C", "Al", "C", "C", "C", "C", "P", "S", "C", "Cl", "C", "C", "Cl", "H", "H", "H", "H", "H", "H", "H", "H", "H", "H", "H", "H", "H", "H", "H", "H", "H", "H", "H", "H", "H", "H", "H", "H", "H", "H", "H", "H", "H", "Ag"], "coordinates": [[3.946, -1.295, 0.404], [3.956, -0.211, 1.157], [4.044, 1.124, 0.481], [5.034, 1.457, -0.017], [2.912, 1.898, 0.529], [2.783, 2.794, -0.558], [1.298, 2.750, -0.974], [0.411, 3.397, 0.117], [-1.078, 2.941, -0.107], [-1.515, 2.107, 1.105], [-0.801, 0.725, 1.177], [-2.076, -0.832, 1.088], [-1.255, -2.550, 0.463], [-0.211, -2.390, -0.667], [0.998, -3.317, -0.482], [1.743, -3.393, -1.841], [-2.760, -1.246, 3.383], [-1.213, -1.382, 4.601], [-3.769, -0.264, 0.157], [-5.004, 0.490, 1.220], [-4.044, -0.361, -1.108], [-3.077, -0.981, -2.077], [-5.554, 0.223, -1.776], [4.521, -2.182, 0.630], [3.311, -1.320, -0.478], [3.879, -0.288, 2.234], [3.033, 3.806, -0.203], [3.385, 2.518, -1.422], [1.011, 1.711, -1.108], [1.130, 3.289, -1.964], [0.434, 4.487, -0.008], [0.738, 3.115, 1.108], [-1.682, 3.838, -0.223], [-1.117, 2.320, -1.002], [-1.269, 2.675, 2.003], [-2.602, 2.018, 1.075], [0.027, 0.644, 0.471], [-0.341, 0.698, 2.172], [-0.707, -2.960, 1.323], [-1.997, -3.313, 0.221], [-0.649, -2.692, -1.617], [0.149, -1.362, -0.770], [1.668, -2.966, 0.302], [0.668, -4.329, -0.264], [1.263, -4.156, -2.451], [1.634, -2.443, -2.364], [2.793, -3.658, -1.735], [-3.616, -0.179, 3.734], [-3.551, -2.413, 3.377], [-3.608, -1.150, -3.012], [-2.230, -0.341, -2.314], [-2.800, -1.961, -1.704], [1.760, 4.909, -2.289]], "forces_ev_per_a": [[-0.27, -0.68, -0.63], [-0.50, 0.56, 0.51], [-3.17, -1.43, 2.15], [2.71, 1.33, -1.85], [-0.18, -0.24, -0.63], [-0.86, 0.39, -0.38], [0.78, 0.60, 1.82], [-1.20, -0.42, -1.72], [1.00, 0.14, 1.03], [-0.04, 0.00, -0.49], [-0.67, 0.22, 0.83], [0.80, 0.17, -1.94], [0.17, 0.47, 0.55], [-0.18, -0.83, 0.57], [0.30, 0.24, -1.28], [-0.25, -0.09, 0.61], [-0.73, 0.13, 0.11], [0.27, -0.07, 0.22], [-0.03, 0.24, 2.64], [0.37, -0.18, -0.04], [-0.34, 0.11, -1.58], [-0.96, -0.15, -0.53], [0.27, -0.09, -0.19], [-1.00, -0.56, 0.76], [1.15, 0.29, -0.92], [1.38, 0.31, 0.23], [0.24, 0.03, -0.17], [0.49, -0.10, 0.31], [-0.05, -0.01, -0.49], [-0.44, -1.28, -0.02], [0.26, 0.08, 0.39], [0.28, 0.00, 0.11], [-0.33, -0.15, -0.13], [-0.29, 0.12, -0.17], [-0.16, 0.15, 0.06], [-0.03, -0.08, 0.06], [-0.03, -0.07, -0.08], [0.28, -0.25, -0.08], [-0.09, 0.00, 0.10], [-0.02, -0.05, -0.12], [-0.18, 0.28, -0.16], [-0.01, 0.07, -0.08], [-0.12, -0.02, 0.20], [-0.11, 0.00, 0.43], [0.04, 0.01, -0.18], [0.28, 0.08, -0.11], [0.07, 0.05, -0.07], [0.04, -0.31, 0.12], [-0.01, 0.18, 0.18], [0.08, -0.05, -0.12], [0.21, -0.05, 0.24], [0.44, 0.04, 0.01], [0.31, 0.91, -0.12]], "lowdin_spin": [0.000, 0.000, 0.000, 0.000, 0.000, 0.000, 0.000, 0.000, 0.000, 0.000, 0.006, 0.051, 0.011, 0.003, 0.001, 0.000, 0.170, 0.701, 0.011, -0.001, 0.003, 0.001, 0.002, 0.000, 0.000, 0.000, 0.000, 0.000, 0.000, 0.000, 0.000, 0.000, 0.000, 0.000, 0.000, 0.000, 0.001, 0.002, 0.000, 0.000, 0.000, 0.000, 0.000, 0.000, 0.000, 0.000, 0.000, 0.021, 0.017, 0.000, 0.000, 0.000, 0.000], "s2": 0.76, "spin_multiplicity": 2, "total_charge": 1, "homo_energy_ev": [-10.816, -10.799], "e_tot_ha": -2826.4174, "e_lumo_ev": [-6.25, -6.25]}

***

(3)
{"formula": "C16H29AsF6NNaO6S3", "method": "the ωB97M-V functional and the def2-TZVPD basis", "symbols": ["Na", "As", "F", "F", "F", "F", "F", "F", "C", "C", "C", "S", "O", "O", "C", "H", "H", "H", "H", "H", "H", "H", "H", "C", "C", "C", "S", "O", "O", "C", "H", "H", "H", "H", "H", "H", "H", "H", "C", "C", "C", "S", "O", "O", "C", "H", "H", "H", "H", "H", "H", "H", "H", "N", "C", "C", "C", "C", "H", "H", "H", "H", "H"], "coordinates": [[-33.234, 24.412, -4.427], [-28.936, 25.187, 1.052], [-27.819, 26.597, 0.874], [-29.524, 25.457, -0.626], [-30.021, 23.739, 1.193], [-28.544, 24.985, 2.822], [-30.266, 26.178, 1.693], [-27.518, 24.142, 0.531], [-32.867, 15.746, -7.325], [-31.616, 15.511, -6.485], [-31.411, 16.590, -5.490], [-33.042, 17.432, -5.156], [-32.789, 18.840, -5.593], [-33.643, 17.031, -3.866], [-33.929, 16.469, -6.510], [-33.338, 14.775, -7.474], [-32.506, 16.257, -8.218], [-30.721, 15.331, -7.080], [-31.819, 14.553, -6.008], [-30.825, 17.365, -5.985], [-30.939, 16.272, -4.561], [-34.497, 17.150, -7.144], [-34.695, 15.888, -5.995], [-34.891, 22.623, -12.460], [-33.646, 21.792, -12.385], [-32.803, 22.151, -11.224], [-32.910, 23.986, -11.076], [-31.951, 24.636, -11.929], [-33.121, 24.316, -9.672], [-34.610, 24.070, -12.041], [-35.676, 22.099, -11.917], [-35.195, 22.784, -13.495], [-33.006, 21.938, -13.256], [-33.936, 20.743, -12.427], [-31.803, 21.721, -11.274], [-33.167, 21.752, -10.278], [-34.496, 24.700, -12.923], [-35.305, 24.721, -11.511], [-25.157, 26.281, -6.766], [-24.168, 25.129, -6.397], [-24.986, 23.995, -5.814], [-26.522, 23.901, -7.012], [-27.762, 23.976, -6.257], [-26.243, 22.847, -8.020], [-26.231, 25.707, -7.693], [-24.502, 27.087, -7.096], [-25.598, 26.732, -5.877], [-23.519, 25.429, -5.574], [-23.590, 24.865, -7.283], [-25.435, 24.343, -4.883], [-24.483, 23.057, -5.579], [-27.177, 26.172, -7.972], [-25.897, 25.486, -8.707], [-37.847, 23.597, -2.672], [-38.082, 23.286, -4.010], [-37.755, 24.372, -4.776], [-37.422, 25.414, -3.894], [-37.520, 24.935, -2.579], [-38.055, 23.132, -1.800], [-38.419, 22.274, -4.179], [-37.940, 24.357, -5.840], [-37.257, 26.449, -4.154], [-37.476, 25.401, -1.606]], "forces_ev_per_a": [[0.04, -0.03, 0.12], [0.47, -0.43, 1.40], [-1.37, -1.35, 0.28], [0.59, -0.39, 1.23], [1.22, 1.26, -0.51], [0.27, -0.01, -2.09], [0.73, -0.23, -1.03], [-2.05, 1.14, 0.53], [-0.08, -0.30, 0.42], [-0.54, -1.99, 0.48], [-0.03, 1.16, 0.44], [0.53, -0.01, -0.88], [-1.10, -2.24, 1.25], [0.98, 1.14, -1.85], [0.02, 1.69, 0.33], [0.41, 0.01, -1.02], [-0.95, 0.05, -0.23], [-0.10, 0.24, -0.14], [0.33, -0.03, 0.50], [-0.01, 0.28, 0.47], [-0.17, 0.14, -0.02], [0.18, 0.37, 0.20], [0.51, -0.46, 0.07], [-1.01, 1.22, -0.28], [0.61, -0.66, -1.44], [0.33, -0.04, 1.61], [-2.37, -0.63, -0.76], [0.33, 0.01, 0.58], [0.53, 0.05, -0.93], [1.48, 0.53, 0.78], [-0.17, 0.45, 0.13], [-0.29, -0.84, -0.04], [-0.19, 0.14, -0.34], [0.23, -0.08, 0.29], [0.26, 0.72, -0.31], [-0.44, 0.30, 0.11], [0.94, -0.26, -0.15], [-0.24, -0.91, 0.82], [0.47, -0.10, 0.47], [-0.84, 0.18, 0.52], [-1.71, 0.30, -0.69], [1.89, 0.38, -0.01], [0.46, -0.61, -0.51], [-0.88, 1.91, 1.48], [0.55, -1.91, -0.92], [-0.47, 0.09, -0.97], [-0.24, -0.43, 0.24], [0.32, 0.34, -0.34], [0.06, -0.19, 0.12], [-0.14, 0.02, 0.01], [-0.23, -0.13, -0.73], [-0.19, 0.22, 1.29], [0.87, -0.09, 0.04], [-0.23, 1.70, -0.26], [0.45, -1.06, 1.91], [-0.80, -0.95, -0.10], [0.09, 0.77, 1.45], [0.13, -0.46, -1.55], [-0.17, -0.65, -0.66], [0.06, 0.18, -0.59], [0.33, 0.39, 0.02], [0.10, -0.07, -0.01], [0.25, 0.13, -0.23]], "nbo_charge": [0.996, 2.784, -0.624, -0.640, -0.635, -0.629, -0.631, -0.625, -0.419, -0.413, -0.626, 2.046, -0.936, -0.905, -0.624, 0.231, 0.220, 0.229, 0.208, 0.244, 0.256, 0.245, 0.246, -0.422, -0.421, -0.645, 2.098, -0.918, -0.943, -0.611, 0.215, 0.229, 0.217, 0.230, 0.259, 0.233, 0.234, 0.244, -0.431, -0.414, -0.581, 2.023, -0.936, -0.920, -0.599, 0.232, 0.221, 0.230, 0.215, 0.232, 0.249, 0.251, 0.228, -0.513, -0.067, -0.330, -0.340, -0.074, 0.424, 0.219, 0.233, 0.226, 0.224], "spin_multiplicity": 1, "total_charge": 0, "homo_energy_ev": -9.491, "e_tot_ha": -5325.0192, "e_lumo_ev": -2.72, "e_above_lowest_kcal_mol": 161.05}

***

(4)
{"formula": "C16H29BBr2ClF4K2LiN2NaO7", "method": "the ωB97M-V functional and the def2-TZVPD basis", "symbols": ["N", "C", "C", "N", "C", "O", "O", "H", "H", "H", "H", "H", "H", "H", "H", "K", "B", "F", "F", "F", "F", "K", "Br", "C", "C", "Br", "H", "H", "H", "H", "C", "C", "C", "O", "C", "C", "C", "O", "H", "H", "H", "H", "C", "O", "C", "C", "O", "C", "H", "H", "H", "H", "H", "H", "H", "H", "H", "H", "C", "O", "H", "H", "H", "Cl", "Li", "Na"], "coordinates": [[5.029, -5.294, -3.078], [5.159, -3.854, -3.351], [4.191, -3.433, -4.457], [2.983, -2.791, -3.877], [2.140, -3.720, -3.215], [1.856, -3.533, -2.053], [1.705, -4.811, -3.853], [5.067, -5.798, -3.960], [5.850, -5.610, -2.572], [6.176, -3.562, -3.631], [4.914, -3.309, -2.439], [4.681, -2.703, -5.096], [3.933, -4.303, -5.065], [2.506, -2.224, -4.568], [0.877, -5.089, -3.436], [0.244, -2.073, -2.852], [-2.430, -0.959, 1.051], [-3.788, -0.835, 0.902], [-2.049, -2.129, 1.671], [-1.807, -0.908, -0.224], [-1.983, 0.156, 1.881], [-1.232, 2.024, 2.230], [-0.457, 7.556, -1.907], [0.706, 5.995, -1.653], [0.074, 4.759, -2.228], [-1.361, 4.106, -1.084], [0.900, 5.917, -0.589], [1.631, 6.245, -2.169], [0.805, 3.957, -2.288], [-0.363, 4.932, -3.206], [-4.886, -3.895, 3.163], [-4.576, -2.666, 3.558], [-5.101, -2.108, 4.822], [-4.808, -0.975, 5.175], [-5.994, -2.963, 5.630], [-6.321, -4.192, 5.235], [-5.776, -4.764, 3.970], [-6.025, -5.895, 3.623], [-4.512, -4.320, 2.241], [-3.937, -2.022, 2.977], [-6.377, -2.528, 6.545], [-6.993, -4.826, 5.796], [4.491, 6.909, -1.845], [4.132, 5.557, -1.589], [5.177, 4.640, -1.902], [5.927, 4.190, -0.668], [6.640, 5.256, -0.073], [6.020, 5.795, 1.080], [3.729, 7.545, -1.393], [5.458, 7.157, -1.406], [4.521, 7.103, -2.922], [5.871, 5.086, -2.619], [4.716, 3.767, -2.376], [6.657, 3.430, -0.963], [5.239, 3.734, 0.052], [6.098, 5.100, 1.922], [4.967, 6.029, 0.900], [6.549, 6.711, 1.335], [-9.287, -5.476, 3.971], [-9.325, -4.295, 4.646], [-10.176, -6.136, 4.122], [-9.238, -5.380, 2.869], [-8.425, -6.134, 4.190], [-8.273, -3.434, 1.487], [-2.299, 7.906, -0.193], [-9.814, -2.611, 3.758]], "forces_ev_per_a": [[0.14, 0.22, -0.25], [0.08, -0.29, 0.04], [0.34, 0.08, 0.14], [0.06, -0.56, -0.37], [1.31, -0.76, 1.25], [0.06, -0.46, 0.03], [-0.09, 0.91, -1.11], [-0.03, -0.03, 0.05], [-0.19, -0.04, 0.22], [-0.01, -0.02, -0.10], [0.02, 0.06, 0.00], [-0.20, 0.11, -0.04], [-0.05, 0.06, -0.10], [-0.08, -0.34, -0.23], [0.33, -0.64, 0.40], [-2.02, 1.61, 0.43], [-0.74, -1.13, -0.13], [0.13, 0.23, -0.03], [0.20, 0.13, 0.05], [0.58, 0.59, -0.21], [-0.66, -2.41, -0.85], [0.93, 2.53, 0.71], [-0.03, 0.21, 0.00], [0.14, -0.13, 0.03], [-0.06, -0.02, 0.13], [-0.09, 0.04, -0.04], [0.02, 0.02, 0.00], [-0.04, 0.04, -0.04], [0.06, 0.05, 0.05], [0.00, -0.03, -0.01], [-0.04, 0.06, -0.07], [0.03, -0.03, 0.10], [-0.12, -0.02, -0.01], [0.05, 0.05, 0.03], [0.11, 0.00, -0.03], [-0.14, -0.03, -0.03], [-0.15, 0.06, -0.07], [0.21, -0.11, 0.13], [-0.06, 0.00, -0.02], [-0.02, 0.02, 0.02], [0.00, 0.00, 0.00], [-0.08, 0.02, -0.08], [-0.05, -0.02, 0.01], [-0.07, 0.11, -0.03], [-0.16, -0.13, 0.01], [0.20, 0.02, 0.01], [-0.12, 0.09, -0.03], [0.06, -0.04, 0.01], [-0.01, -0.01, 0.01], [0.00, 0.00, 0.00], [0.05, 0.02, 0.00], [0.01, 0.02, 0.01], [0.03, 0.00, -0.01], [-0.03, -0.02, 0.00], [-0.02, 0.01, -0.01], [-0.04, 0.00, 0.01], [-0.01, 0.00, 0.00], [0.03, -0.02, 0.00], [-0.21, -1.03, -0.44], [0.18, -0.64, 0.94], [-0.05, 0.21, 0.23], [0.00, 0.25, 0.05], [0.06, 0.17, 0.29], [-0.14, 0.64, 0.10], [0.06, -0.12, -0.08], [0.34, 0.41, -1.06]], "mulliken_charge": [-0.531, -0.591, -0.589, -0.287, 0.454, -0.649, -0.392, 0.207, 0.259, 0.378, 0.311, 0.367, 0.365, 0.290, 0.391, 1.004, 0.415, -0.326, -0.347, -0.394, -0.372, 1.006, -0.251, -0.354, -0.412, -0.159, 0.435, 0.061, 0.343, 0.395, -0.284, -0.079, 0.400, -0.669, -0.587, -0.150, 0.345, -0.551, 0.392, 0.419, 0.412, 0.308, -0.881, -0.241, -0.561, -0.510, -0.370, -0.634, 0.217, 0.466, 0.314, 0.356, 0.355, 0.380, 0.311, 0.325, 0.218, 0.251, -0.523, -0.902, 0.279, 0.197, 0.085, -0.829, 0.820, 0.895], "spin_multiplicity": 1, "total_charge": 1, "homo_energy_ev": -5.877, "e_tot_ha": -8665.3514, "e_lumo_ev": -4.88, "e_above_lowest_kcal_mol": 12.43}